Entry 1:
118
Properties=species:S:1:pos:R:3 method="wB97M-V/def2-TZVPD" s_squared=4.229 gap_ev="5.0 / 5.2" multiplicity=4 lumo_energy_ev="-2.44 / -2.49"
Cr 0.147 0.467 -1.050
C 0.442 -4.683 4.489
C 0.139 -3.182 4.602
C 0.997 -2.564 5.716
C -1.334 -3.006 4.972
C 0.474 -2.513 3.277
C -0.454 -1.897 2.500
C -0.035 -1.265 1.300
N -0.771 -0.481 0.519
C -2.041 -0.054 0.677
C -3.143 -0.759 1.192
C -4.345 -0.115 1.282
C -4.390 1.283 0.979
C -3.353 2.027 0.485
C -2.146 1.308 0.208
O -1.107 1.811 -0.360
C -3.451 3.531 0.245
C -2.361 4.226 1.078
C -4.809 4.083 0.680
C -3.250 3.859 -1.239
C -5.626 -0.818 1.708
C -6.069 -0.263 3.070
C -5.430 -2.331 1.826
C -6.723 -0.560 0.663
C 1.366 -1.232 0.897
O 1.655 -0.508 -0.113
C 2.322 -1.947 1.692
C 1.840 -2.532 2.827
C 3.804 -1.979 1.328
C 4.603 -2.932 2.221
C 3.967 -2.435 -0.128
C 4.371 -0.561 1.478
H 0.211 -5.182 5.432
H 1.493 -4.869 4.261
H -0.161 -5.141 3.702
H 0.748 -3.028 6.672
H 0.811 -1.492 5.799
H 2.064 -2.710 5.545
H -1.522 -3.477 5.937
H -1.992 -3.477 4.239
H -1.602 -1.950 5.056
H -1.489 -1.828 2.791
H -3.037 -1.808 1.422
H -5.331 1.785 1.147
H -2.499 4.021 2.143
H -2.417 5.306 0.930
H -1.367 3.893 0.784
H -5.010 3.891 1.736
H -5.625 3.668 0.085
H -4.812 5.164 0.533
H -2.273 3.542 -1.588
H -3.340 4.938 -1.386
H -4.011 3.367 -1.850
H -5.299 -0.433 3.825
H -6.985 -0.759 3.395
H -6.266 0.810 3.022
H -4.740 -2.587 2.634
H -5.058 -2.762 0.895
H -6.387 -2.802 2.052
H -6.967 0.499 0.572
H -7.634 -1.087 0.951
H -6.413 -0.925 -0.317
H 2.545 -3.052 3.457
H 4.169 -3.933 2.238
H 4.690 -2.567 3.247
H 5.613 -3.016 1.819
H 3.575 -3.446 -0.264
H 5.025 -2.439 -0.397
H 3.454 -1.758 -0.810
H 4.204 -0.178 2.488
H 3.904 0.112 0.762
H 5.446 -0.568 1.284
C 1.429 -0.984 -4.863
C 2.341 -1.539 -3.767
C 1.545 -2.460 -2.838
C 3.188 -0.525 -3.005
C 4.548 -0.820 -2.907
C 5.432 -0.003 -2.225
C 4.968 1.158 -1.635
C 3.626 1.511 -1.723
C 3.153 2.835 -1.143
C 2.945 2.761 0.372
C 4.102 3.986 -1.488
C 2.732 0.654 -2.389
N 1.360 1.075 -2.486
C 1.151 1.963 -3.551
C 2.169 2.348 -4.442
C 1.949 3.240 -5.479
C 0.699 3.799 -5.685
C -0.329 3.452 -4.822
C -0.085 2.568 -3.797
F -1.113 2.280 -2.971
H 1.060 -1.816 -5.466
H 1.956 -0.297 -5.524
H 0.564 -0.469 -4.447
H 3.075 -2.172 -4.274
H 0.885 -1.888 -2.186
H 2.203 -3.068 -2.211
H 0.921 -3.134 -3.428
H 4.918 -1.724 -3.377
H 6.480 -0.268 -2.160
H 5.662 1.812 -1.121
H 2.190 3.068 -1.594
H 3.878 2.505 0.877
H 2.201 2.006 0.640
H 2.605 3.725 0.755
H 5.041 3.917 -0.935
H 3.638 4.938 -1.226
H 4.331 4.000 -2.554
H 3.158 1.930 -4.316
H 2.772 3.492 -6.136
H 0.525 4.495 -6.495
H -1.326 3.860 -4.923
N -1.201 -0.305 -2.187
C -2.026 -1.061 -2.541
N -2.911 -1.812 -3.010
C -3.455 -2.887 -2.491
N -3.968 -3.844 -2.090

---

Entry 2:
40
Properties=species:S:1:pos:R:3 method="wB97M-V/def2-TZVPD" gap_ev=8.5 smiles=CCOc1ccc(OCCOCCn2ccnc2)cc1 lumo_energy_ev=0.58
C -5.319 -1.552 -0.529
C -3.918 -0.796 -0.823
O -3.422 -0.333 0.426
C -2.383 0.285 0.506
C -2.010 0.502 1.668
C -0.949 1.333 2.066
C -0.204 1.698 1.095
O 0.888 2.667 1.141
C 1.985 2.656 0.149
C 2.774 1.679 -0.125
O 2.306 1.167 -1.574
C 2.730 -0.094 -1.756
C 1.963 -1.415 -1.383
N 2.091 -1.672 0.021
C 1.127 -1.363 1.129
C 1.841 -1.914 1.999
N 3.105 -2.297 1.884
C 3.353 -2.052 0.418
C -0.535 1.492 -0.473
C -1.719 0.746 -0.641
H -6.091 -0.905 0.170
H -5.798 -1.808 -1.557
H -5.301 -2.308 0.085
H -3.298 -1.216 -1.306
H -4.227 0.119 -1.598
H -2.672 0.296 2.660
H -0.600 1.574 2.984
H 1.493 3.275 -0.757
H 2.662 3.597 0.760
H 2.628 0.769 0.659
H 3.840 1.928 -0.254
H 2.817 0.146 -3.007
H 3.758 -0.249 -1.442
H 2.249 -2.088 -2.084
H 0.887 -1.171 -1.573
H 0.263 -0.930 0.887
H 1.469 -1.901 3.272
H 4.113 -2.236 -0.341
H 0.009 1.955 -1.193
H -1.904 0.416 -1.566

---

In kcal per mole, the ΔE to the lowest compared entry with this formula, charge and spin values for the records above are, in order, 15.9 367.6.